Record 1
{
  "formula": "C32H35As3N2V",
  "method": "the ωB97M-V functional and the def2-TZVPD basis",
  "fmax_ev_per_a": 1.5,
  "gap_ev": [7.5, 7.2],
  "multiplicity": 2,
  "lumo_energy_ha": [-0.22698, -0.22302],
  "homo_ev": [-13.7, -13.2],
  "charge": 2,
  "e_tot_ev": -244921.6174,
  "elements": ["V", "C", "As", "C", "C", "C", "C", "C", "C", "C", "As", "C", "C", "H", "H", "H", "H", "H", "H", "H", "H", "H", "H", "H", "H", "H", "H", "H", "H", "C", "C", "N", "C", "C", "N", "H", "H", "H", "H", "H", "H", "C", "C", "C", "C", "C", "C", "As", "C", "C", "C", "C", "C", "C", "C", "C", "C", "C", "C", "C", "H", "H", "H", "H", "H", "H", "H", "H", "H", "H", "H", "H", "H"],
  "positions_angstrom": [[-0.18087, -0.27028, 0.23690], [2.55752, -3.01486, 0.63107], [1.57333, -1.76946, -0.51744], [1.29963, -2.86484, -2.12091], [3.05687, -0.58370, -0.96871], [4.09317, -1.00719, -1.79462], [5.17647, -0.18166, -2.04176], [5.25577, 1.06092, -1.43555], [4.22893, 1.48947, -0.61213], [3.11406, 0.68739, -0.38915], [1.63298, 1.31831, 0.72674], [2.63804, 1.49286, 2.39414], [1.45636, 3.23962, 0.32143], [3.44560, -3.36892, 0.09860], [1.93222, -3.87115, 0.89123], [2.87175, -2.50145, 1.54423], [2.19856, -3.43212, -2.37728], [0.99908, -2.23854, -2.96436], [0.49110, -3.57421, -1.92164], [4.05183, -1.98898, -2.25542], [5.96273, -0.50464, -2.70324], [6.10817, 1.69829, -1.61187], [4.30278, 2.46133, -0.13355], [3.52469, 2.10215, 2.19235], [2.95282, 0.51172, 2.75691], [2.04337, 1.98870, 3.16336], [2.43108, 3.68625, 0.10355], [1.05247, 3.72525, 1.21497], [0.76776, 3.43107, -0.50306], [1.18953, 1.64232, -2.92991], [-0.14564, 1.03529, -2.72330], [-0.63410, 0.33835, -1.70038], [-1.90539, -0.03269, -2.07026], [-2.18215, 0.44667, -3.31073], [-1.06702, 1.11681, -3.70281], [1.74635, 1.73801, -2.00139], [1.07665, 2.62399, -3.38897], [1.76235, 1.02083, -3.62067], [-2.54383, -0.63235, -1.45075], [-3.05336, 0.35147, -3.92214], [-0.94801, 1.60374, -4.57744], [-6.36858, -0.95773, 3.94984], [-6.41392, -0.85681, 2.56880], [-5.25406, -0.59481, 1.86182], [-4.04372, -0.45353, 2.53651], [-3.99781, -0.55257, 3.91917], [-5.16744, -0.80412, 4.62107], [-2.48010, -0.06853, 1.39326], [-2.17665, -1.92493, 0.79212], [-2.92129, -2.64817, -0.13318], [-2.64376, -3.98725, -0.35822], [-1.64445, -4.62661, 0.36230], [-0.89548, -3.92832, 1.29022], [-1.13753, -2.57121, 1.49795], [-0.45933, -1.73368, 2.48918], [0.53146, -2.16863, 3.37041], [1.01334, -1.30976, 4.34063], [0.53900, -0.00466, 4.42486], [-0.43365, 0.45016, 3.54550], [-0.96469, -0.41507, 2.58847], [-7.27438, -1.14777, 4.50369], [-7.35357, -0.97469, 2.04985], [-5.28936, -0.48355, 0.77918], [-3.06521, -0.42505, 4.45795], [-5.14393, -0.87906, 5.69793], [-3.74945, -2.18381, -0.65999], [-3.22854, -4.53897, -1.07536], [-1.46936, -5.68079, 0.22192], [-0.16551, -4.44638, 1.89506], [0.88328, -3.18976, 3.33283], [1.74967, -1.66296, 5.04674], [0.91449, 0.64661, 5.19952], [-0.81629, 1.46595, 3.62890]],
  "lowdin_charge": [0.25, -0.23, 1.14, -0.24, -0.41, -0.09, -0.05, -0.04, -0.10, -0.44, 1.14, -0.25, -0.24, 0.05, 0.02, 0.03, 0.04, 0.03, 0.03, 0.10, 0.12, 0.12, 0.10, 0.04, 0.04, 0.03, 0.04, 0.04, 0.03, 0.02, -0.33, -0.03, -0.14, -0.03, 0.14, 0.03, 0.10, 0.11, 0.05, 0.13, 0.18, -0.05, -0.06, -0.12, -0.36, -0.09, -0.06, 1.36, -0.35, -0.09, -0.04, -0.03, -0.02, -0.25, -0.25, -0.01, -0.03, -0.07, -0.11, -0.43, 0.12, 0.12, 0.10, 0.10, 0.12, 0.11, 0.12, 0.12, 0.11, 0.12, 0.13, 0.12, 0.13]
}

***

Record 2
{
  "formula": "C32H35BF2I2NO5S2",
  "method": "the ωB97M-V functional and the def2-TZVPD basis",
  "fmax_ev_per_a": 3.0,
  "gap_ev": 5.7,
  "multiplicity": 1,
  "lumo_energy_ha": 0.06523,
  "homo_ev": -3.9,
  "charge": -1,
  "e_tot_ev": -89462.0433,
  "elements": ["C", "C", "C", "C", "C", "O", "C", "O", "C", "C", "C", "C", "C", "C", "C", "C", "C", "C", "F", "N", "B", "C", "O", "C", "C", "I", "C", "C", "C", "C", "C", "C", "C", "C", "F", "C", "C", "C", "C", "S", "O", "O", "C", "S", "H", "H", "H", "H", "H", "H", "H", "H", "H", "H", "H", "H", "H", "H", "H", "H", "H", "H", "H", "H", "H", "H", "H", "H", "H", "H", "H", "H", "H", "H", "H", "H", "H", "H", "H", "I"],
  "positions_angstrom": [[-5.71310, 3.17879, 1.12623], [-5.89399, 2.27098, 0.10088], [-4.83015, 1.96136, -0.92477], [-3.45262, 2.01979, -0.30614], [-2.72511, 3.18322, -0.20351], [-3.24914, 4.37422, -0.71673], [-3.10293, 4.62991, -2.07613], [-2.89307, 5.76353, -2.40444], [-3.30933, 3.58174, -3.13016], [-4.46862, 3.73272, -3.87111], [-4.77142, 2.87945, -4.87552], [-3.94940, 1.84007, -5.21040], [-2.80675, 1.65817, -4.47187], [-2.48693, 2.52846, -3.44902], [-1.48243, 3.20108, 0.37957], [-0.98171, 2.02530, 0.87518], [-1.67265, 0.85635, 0.78538], [-2.92129, 0.84854, 0.17885], [-3.58030, -0.30237, 0.10229], [-1.15466, -0.39532, 1.27228], [-1.38915, -0.58140, 2.72638], [-2.80534, -1.08216, 3.20375], [-0.41048, -0.29169, 3.66815], [0.21359, -0.61892, 0.90594], [0.61921, -1.83309, 0.40512], [-0.92096, -3.28310, 0.19501], [1.93944, -2.09484, 0.06014], [2.31547, -3.45142, -0.48395], [3.16547, -4.30667, 0.47400], [2.44975, -4.72220, 1.77768], [2.79223, -3.65262, 2.85503], [3.13558, -6.01794, 2.25844], [2.89528, -1.09479, 0.22334], [4.34415, -1.38678, -0.13889], [5.07470, -1.25881, 1.06688], [5.03179, -0.46620, -1.17034], [4.10035, 0.39941, -2.02260], [2.50735, 0.12613, 0.73278], [3.48281, 1.25463, 0.98817], [3.75951, 1.57468, 2.74604], [5.12313, 1.23130, 3.03101], [3.51984, 2.97181, 2.97591], [1.18498, 0.35448, 1.04457], [0.61795, 1.92227, 1.66438], [-6.18559, 4.16003, 1.08601], [-5.15128, 2.94001, 2.02632], [-6.85682, 1.75922, 0.03085], [-5.00692, 0.96860, -1.34222], [-4.97049, 2.69101, -1.71551], [-5.15396, 4.54274, -3.65258], [-5.67409, 3.00633, -5.46293], [-4.18700, 1.17445, -6.02697], [-2.15228, 0.77274, -4.75120], [-1.56302, 2.34770, -2.90823], [-0.92059, 4.11985, 0.45129], [-3.30477, -1.55787, 2.36148], [-3.39892, -0.18888, 3.44046], [-2.75488, -1.70593, 4.09237], [0.21657, -1.01541, 3.76581], [2.91543, -3.28457, -1.38317], [1.47142, -4.04976, -0.80527], [3.40098, -5.23025, -0.06923], [4.13070, -3.86991, 0.72326], [1.37484, -4.85223, 1.66914], [2.20221, -2.75667, 2.66213], [3.85435, -3.42349, 2.76897], [2.65136, -4.05723, 3.85785], [2.93004, -6.23170, 3.30618], [2.85120, -6.85810, 1.62255], [4.21251, -5.87361, 2.14035], [4.49730, -2.40351, -0.46725], [5.72783, 0.19257, -0.65091], [5.62043, -1.09157, -1.84144], [3.99641, 1.38262, -1.56738], [4.58739, 0.58300, -2.98021], [3.15101, -0.05892, -2.25672], [3.02472, 2.15939, 0.58758], [4.45682, 1.12043, 0.54197], [2.87380, 0.84615, 3.48609], [-0.16776, 0.21470, -5.10730]],
  "lowdin_charge": [-0.01, -0.12, -0.11, -0.09, -0.21, 0.08, -0.38, 0.15, -0.17, -0.08, -0.11, -0.08, -0.21, -0.05, 0.01, -0.39, -0.16, -0.14, 0.11, 0.04, -0.59, 0.02, 0.12, -0.30, -0.48, 1.04, -0.20, -0.17, -0.18, -0.40, -0.06, -0.09, -0.08, -0.24, -0.03, -0.17, -0.07, -0.21, -0.21, 0.66, -0.34, -0.36, -0.36, 1.12, 0.05, 0.06, 0.10, 0.12, 0.10, 0.12, 0.10, 0.11, -0.22, 0.10, 0.13, 0.05, 0.08, 0.06, 0.11, 0.12, 0.04, 0.12, 0.10, 0.09, 0.06, 0.08, 0.07, 0.07, 0.07, 0.08, 0.11, 0.11, 0.11, 0.07, 0.08, 0.08, 0.09, 0.08, 0.09, -0.31]
}

***

Record 3
{
  "formula": "C32H35Br2KN3O5S4",
  "method": "the ωB97M-V functional and the def2-TZVPD basis",
  "fmax_ev_per_a": 0.4,
  "gap_ev": 7.6,
  "multiplicity": 1,
  "lumo_energy_ha": 0.07260,
  "homo_ev": -5.7,
  "e_above_lowest_kcal_mol": 0.00,
  "charge": -1,
  "e_tot_ev": -248216.4050,
  "elements": ["K", "C", "C", "S", "C", "C", "S", "C", "C", "S", "C", "C", "S", "H", "H", "H", "H", "H", "H", "H", "H", "H", "H", "H", "H", "H", "H", "H", "H", "Br", "C", "C", "C", "C", "C", "N", "C", "O", "O", "H", "H", "H", "Br", "C", "C", "C", "C", "C", "C", "C", "O", "O", "H", "H", "H", "H", "C", "N", "N", "C", "O", "C", "C", "C", "C", "C", "C", "C", "C", "C", "H", "H", "H", "H", "H", "H", "H", "H", "H", "H", "H", "H"],
  "positions_angstrom": [[-0.31619, 0.42893, -0.08186], [1.57798, 0.19894, 5.05903], [1.99933, 1.46687, 4.32067], [0.89417, 2.01737, 3.00043], [-0.47167, 2.58660, 4.04567], [-1.72219, 2.97407, 3.27316], [-2.65140, 1.65882, 2.46865], [-3.15487, 0.59928, 3.85175], [-2.17842, -0.51571, 4.26295], [-1.26099, -1.09485, 2.81651], [-0.47822, -2.58322, 3.45380], [0.54724, -2.37405, 4.56386], [1.94252, -1.30678, 4.11299], [0.50899, 0.22019, 5.26194], [2.09304, 0.16251, 6.02185], [2.97737, 1.31886, 3.85628], [2.12206, 2.28115, 5.04045], [-0.12212, 3.45658, 4.60997], [-0.72018, 1.80898, 4.76904], [-1.48495, 3.63841, 2.44024], [-2.38304, 3.51513, 3.95693], [-4.08063, 0.13951, 3.50396], [-3.40775, 1.20588, 4.72605], [-2.74390, -1.34653, 4.69416], [-1.49840, -0.15524, 5.03751], [0.01691, -2.99632, 2.57302], [-1.22738, -3.30518, 3.79330], [0.96494, -3.34282, 4.84565], [0.08448, -1.96593, 5.46446], [-2.73518, -2.45883, -1.12731], [-2.05800, -1.50175, -2.64499], [-2.80717, -1.47287, -3.80932], [-2.24755, -0.80143, -4.88421], [-0.99891, -0.21555, -4.74590], [-0.35614, -0.28366, -3.51857], [-0.89673, -0.92746, -2.47698], [1.02161, 0.39693, -3.31530], [1.59539, 0.74063, -4.35992], [1.39744, 0.51436, -2.12625], [-3.77477, -1.94893, -3.85959], [-2.78562, -0.74073, -5.82252], [-0.49729, 0.30618, -5.54793], [-3.26913, 7.77037, -1.80713], [-3.57835, 5.90899, -2.08147], [-4.47642, 5.51521, -3.06094], [-4.69313, 4.15798, -3.24877], [-4.02692, 3.22360, -2.46885], [-3.12972, 3.63462, -1.49313], [-2.90162, 4.99270, -1.30063], [-2.38982, 2.59867, -0.64030], [-1.54137, 3.05201, 0.16831], [-2.68587, 1.40165, -0.83349], [-4.99067, 6.25242, -3.66232], [-5.38889, 3.83353, -4.01343], [-4.18342, 2.16119, -2.60060], [-2.19227, 5.29556, -0.54323], [4.01491, -0.94390, -2.69226], [3.77087, -1.32273, -1.29545], [2.62963, -2.09433, -1.06572], [1.98727, -1.67883, 0.09320], [0.96500, -2.20159, 0.53920], [2.77878, -0.57052, 0.57624], [3.77182, -0.35705, -0.31782], [4.72228, 0.78158, -0.40444], [2.44968, -3.33804, -1.69591], [1.15313, -3.77361, -1.95424], [0.96745, -5.00593, -2.55916], [2.05301, -5.79180, -2.92133], [3.34112, -5.34587, -2.66413], [3.54560, -4.12369, -2.04064], [4.00664, -1.84332, -3.30314], [5.00699, -0.50242, -2.75669], [3.26218, -0.23918, -3.04803], [2.56368, -0.02459, 1.47826], [4.69468, 1.35301, 0.52109], [4.42385, 1.44166, -1.22181], [5.74526, 0.44883, -0.58521], [0.31913, -3.14400, -1.68096], [-0.04082, -5.34613, -2.76013], [1.89532, -6.74761, -3.40490], [4.19305, -5.95488, -2.94000], [4.54326, -3.77191, -1.81362]],
  "lowdin_charge": [0.64, -0.54, -0.56, 0.87, -0.52, -0.53, 0.89, -0.53, -0.53, 0.84, -0.54, -0.53, 0.88, 0.03, 0.07, 0.06, 0.07, 0.08, 0.05, 0.06, 0.08, 0.07, 0.08, 0.08, 0.04, 0.05, 0.08, 0.07, 0.07, 0.74, -0.73, -0.11, -0.06, 0.00, -0.16, 0.05, -0.65, -0.02, -0.10, 0.09, 0.10, 0.11, 0.68, -0.68, -0.15, -0.09, -0.02, -0.11, -0.07, -0.70, -0.12, -0.11, 0.09, 0.10, 0.11, 0.11, 0.00, -0.05, 0.05, -0.45, -0.02, 0.03, -0.27, -0.01, -0.18, 0.01, -0.07, -0.11, -0.10, -0.03, 0.08, 0.09, 0.06, 0.07, 0.08, 0.10, 0.08, 0.08, 0.10, 0.09, 0.10, 0.11]
}

***

Record 4
{
  "formula": "C32H35ClGeHfIN12O3S2Se",
  "method": "the ωB97M-V functional and the def2-TZVPD basis",
  "fmax_ev_per_a": 2.0,
  "gap_ev": 6.0,
  "multiplicity": 1,
  "lumo_energy_ha": -0.33034,
  "homo_ev": -15.0,
  "e_above_lowest_kcal_mol": 21.59,
  "charge": 3,
  "e_tot_ev": -223216.5515,
  "elements": ["Hf", "N", "N", "C", "N", "N", "N", "O", "O", "H", "H", "H", "H", "H", "Cl", "C", "C", "C", "I", "C", "O", "C", "N", "C", "C", "C", "C", "H", "H", "H", "H", "N", "C", "N", "S", "H", "H", "H", "H", "Ge", "C", "C", "C", "C", "C", "C", "C", "C", "C", "C", "C", "C", "H", "H", "H", "H", "H", "H", "H", "H", "H", "H", "H", "Se", "C", "C", "C", "N", "C", "C", "H", "H", "H", "H", "C", "C", "C", "N", "N", "C", "N", "S", "H", "H", "H", "H", "H", "H", "H"],
  "positions_angstrom": [[-0.08962, -0.68353, 0.55851], [-2.23209, 1.80767, 2.03433], [-1.27991, 2.68144, 2.57504], [0.01955, 2.45880, 2.48323], [0.86795, 3.30622, 3.03383], [0.39742, 1.32923, 1.78628], [1.68202, 1.04025, 1.68860], [2.60820, 1.51664, 2.26273], [1.84842, 0.04823, 0.85203], [-2.50155, 2.14800, 1.11263], [-3.04513, 1.81759, 2.63951], [-1.58543, 3.55287, 2.98962], [0.53824, 4.14693, 3.48341], [1.86281, 3.16301, 2.95694], [-5.25032, -1.60264, -4.13427], [-4.08566, -0.95500, -3.05500], [-4.09872, 0.37172, -2.75715], [-3.12997, 0.92985, -1.88461], [-3.36154, 2.93694, -1.41239], [-2.12905, 0.16964, -1.35247], [-1.08874, 0.63302, -0.59713], [-2.18521, -1.23823, -1.57805], [-1.29021, -2.00951, -0.87895], [-1.26037, -3.31441, -1.09415], [-2.13486, -3.95185, -1.97857], [-3.07945, -3.21020, -2.63304], [-3.12826, -1.81182, -2.44322], [-4.85270, 1.00898, -3.19954], [-0.52580, -3.88439, -0.53942], [-2.06915, -5.02233, -2.11071], [-3.79554, -3.68004, -3.29498], [3.44371, -2.29416, -2.90765], [2.94375, -1.82716, -1.77588], [3.64371, -1.83934, -0.66539], [1.30477, -1.22210, -1.86525], [4.35069, -2.73666, -2.95373], [2.88559, -2.27885, -3.74671], [4.55967, -2.26339, -0.61557], [3.20406, -1.57377, 0.20429], [1.58091, 1.40406, -1.76797], [0.96570, 1.57733, -3.55603], [-0.18984, 2.27719, -3.90358], [-0.51434, 2.45639, -5.24105], [0.31093, 1.93862, -6.22912], [1.47041, 1.24931, -5.88897], [1.79604, 1.05893, -4.55502], [1.55143, 2.94617, -0.63337], [0.44679, 3.79727, -0.52902], [0.61549, 5.09196, -0.06390], [1.88032, 5.53689, 0.31772], [2.97300, 4.68497, 0.24656], [2.81592, 3.38685, -0.23354], [3.08341, 1.09981, -1.80158], [-0.82490, 2.70652, -3.13742], [-1.40452, 3.00883, -5.51327], [0.05738, 2.08014, -7.27149], [2.12304, 0.87004, -6.66428], [2.71143, 0.53810, -4.29489], [-0.53494, 3.45788, -0.83526], [-0.22919, 5.77023, -0.03941], [2.01606, 6.55862, 0.64956], [3.95793, 5.03559, 0.52794], [3.68204, 2.74140, -0.31869], [1.00988, -2.95291, 1.32731], [2.34312, -2.94387, 2.70095], [2.56244, -4.15060, 3.34693], [3.51960, -4.19744, 4.35340], [4.24512, -3.14666, 4.74102], [4.03694, -2.00190, 4.09785], [3.10483, -1.84405, 3.07605], [2.00660, -5.03795, 3.07630], [3.71137, -5.12732, 4.87612], [4.64694, -1.16045, 4.41109], [3.01382, -0.88440, 2.59602], [-4.92907, -1.73822, 1.23385], [-3.76799, -2.69692, 1.53750], [-2.72641, -2.04884, 2.39068], [-1.72777, -1.35643, 1.95408], [-0.89337, -0.85824, 2.91150], [-1.27807, -1.17748, 4.11340], [-0.65110, -0.81450, 5.24375], [-2.73222, -2.12630, 4.10911], [-5.66995, -2.24431, 0.61677], [-4.57428, -0.85495, 0.69691], [-5.42828, -1.41682, 2.14887], [-3.29586, -3.02229, 0.61192], [-4.14107, -3.58504, 2.04760], [0.25497, -0.38014, 5.19240], [-0.94200, -1.17277, 6.13756]],
  "lowdin_charge": [1.35, 0.08, 0.04, -0.34, 0.26, 0.08, -0.38, 0.16, -0.30, -0.01, 0.12, 0.18, 0.15, 0.11, 0.80, -0.60, -0.15, -0.61, 1.12, -0.38, -0.34, -0.17, -0.09, -0.15, 0.00, 0.03, -0.15, 0.11, 0.05, 0.13, 0.11, 0.16, -0.75, 0.18, 0.74, 0.15, 0.12, 0.15, 0.04, 0.98, -0.37, -0.10, -0.05, -0.04, -0.05, -0.13, -0.35, -0.13, -0.06, -0.05, -0.05, -0.12, 0.02, 0.05, 0.12, 0.12, 0.12, 0.09, 0.02, 0.12, 0.12, 0.12, 0.10, 0.74, -0.61, -0.12, -0.11, 0.08, -0.13, -0.13, 0.10, 0.12, 0.11, 0.05, -0.06, -0.20, -0.55, -0.16, -0.09, -0.65, 0.15, 1.22, 0.09, 0.07, 0.09, 0.09, 0.13, 0.12, 0.12]
}